Record 1
# C48H57N2O4PSeSiTi

A molecular structure, C48H57N2O4PSeSiTi in a non-equilibrium geometry (ωB97M-V/def2-TZVPD, the OMol25 dataset).

```
115
Properties=species:S:1:pos:R:3:lowdin_spin:R:1
Ti 0.09300 -0.06070 0.23310 0.961
C -0.63710 3.15940 1.01360 0.001
O -0.90510 1.82880 1.45750 0.010
C -2.21730 1.64890 1.97090 0.001
C -3.19220 1.35210 0.83070 0.000
O -2.54270 0.39210 0.01150 0.003
C -2.93260 0.46410 -1.34990 0.000
C -2.24700 1.63540 -2.05060 0.000
O -0.85080 1.54360 -1.80300 0.007
C -0.09790 1.90560 -2.94820 0.001
H 0.43880 3.31670 1.11440 0.000
H -0.92700 3.30970 -0.03040 0.000
H -1.15710 3.88790 1.64390 0.000
H -2.16200 0.78490 2.64110 0.000
H -2.53950 2.52770 2.54230 0.000
H -4.14120 0.94920 1.20940 0.000
H -3.40300 2.26850 0.26620 0.000
H -2.57300 -0.46750 -1.79810 0.000
H -4.02070 0.52760 -1.44080 0.000
H -2.45460 1.57180 -3.12340 0.000
H -2.61900 2.60690 -1.68490 0.000
H -0.39800 1.28990 -3.80310 0.000
H -0.24430 2.96540 -3.18850 0.000
H 0.95100 1.72330 -2.71980 0.000
C 1.58880 0.42080 1.69260 -0.018
Si 1.26180 -0.40430 3.35260 -0.003
C -0.35930 -1.38840 2.97670 0.002
N -0.45680 -1.68780 1.53490 0.002
C -1.81680 -2.18310 1.22870 0.000
C -2.20670 -3.46690 1.96680 0.000
C -1.08410 -4.51190 1.89720 0.000
C -0.04030 -4.09800 0.86550 0.002
C 0.56040 -2.73360 1.20740 0.012
C 2.69370 -1.51040 3.95030 0.000
C 2.58440 -2.82670 4.39120 0.000
C 3.68210 -3.50940 4.88760 0.000
C 4.91490 -2.88550 4.95990 0.000
C 5.04210 -1.57470 4.53020 0.000
C 3.94460 -0.90370 4.03170 0.000
C 0.97410 0.81960 4.77780 0.000
C 0.21010 1.96430 4.57100 0.000
C 0.07800 2.93600 5.54400 0.000
C 0.72710 2.78490 6.75810 0.000
C 1.48420 1.64890 6.98960 0.000
C 1.60370 0.67630 6.01240 0.000
H 2.56750 0.07530 1.33230 0.003
H 1.69650 1.50060 1.83590 -0.002
H -1.22500 -0.79110 3.27770 0.000
H -0.41930 -2.31510 3.55260 0.000
H -1.88260 -2.35460 0.15130 0.000
H -2.53600 -1.40180 1.48960 0.000
H -3.11550 -3.84970 1.50220 0.000
H -2.45480 -3.23820 3.00310 0.000
H -1.48560 -5.49250 1.63920 0.000
H -0.59950 -4.61130 2.87110 0.000
H -0.48360 -4.07010 -0.13270 0.000
H 0.76540 -4.83300 0.84250 0.000
H 1.17080 -2.39270 0.35880 0.004
H 1.23440 -2.84750 2.05990 0.000
H 1.62700 -3.33140 4.37220 0.000
H 3.57440 -4.52900 5.23000 0.000
H 5.77360 -3.40850 5.35590 0.000
H 5.99660 -1.07630 4.59270 0.000
H 4.04020 0.12380 3.71340 0.000
H -0.26910 2.09630 3.61720 0.000
H -0.51950 3.81590 5.34880 0.000
H 0.65000 3.55040 7.51670 0.000
H 1.99680 1.52850 7.93380 0.000
H 2.20520 -0.19870 6.20800 0.000
Se -0.28270 -1.70870 -1.94270 0.001
C -1.00730 -2.78120 -3.38630 0.000
C -2.21110 -2.51690 -4.02380 0.000
C -2.54930 -3.30070 -5.11610 0.000
N -1.80060 -4.28040 -5.58490 0.000
C -0.65990 -4.53040 -4.96510 0.000
C -0.21670 -3.81890 -3.86690 0.000
H -2.87080 -1.72530 -3.69700 0.000
H -3.47710 -3.12330 -5.64720 0.000
H -0.06840 -5.33760 -5.37210 0.000
H 0.72500 -4.04670 -3.39160 0.000
O 1.61040 0.15580 -1.07350 0.005
P 3.11040 0.06990 -1.16830 0.003
C 3.64440 -0.13850 -2.88970 0.000
C 5.00350 -0.17270 -3.18390 0.000
C 5.41970 -0.31600 -4.49310 0.000
C 4.48250 -0.42530 -5.50970 0.000
C 3.12950 -0.40910 -5.21480 0.000
C 2.70580 -0.27340 -3.90320 0.000
C 3.82730 1.62940 -0.58350 0.001
C 2.94110 2.68880 -0.41700 0.000
C 3.40800 3.92830 -0.02420 0.000
C 4.76340 4.11440 0.19820 0.000
C 5.64900 3.06440 0.01740 0.000
C 5.18770 1.82150 -0.37780 0.000
C 3.79270 -1.38320 -0.31330 0.000
C 4.71940 -1.34340 0.71940 0.000
C 5.19610 -2.52850 1.25240 0.000
C 4.73640 -3.74340 0.76940 0.000
C 3.81300 -3.78350 -0.26380 0.000
C 3.34360 -2.60400 -0.81250 0.000
H 5.72950 -0.10290 -2.38680 0.000
H 6.47580 -0.34550 -4.71700 0.000
H 4.80820 -0.53750 -6.53330 0.000
H 2.40270 -0.50830 -6.00600 0.000
H 1.65520 -0.30350 -3.65510 0.000
H 1.88390 2.51950 -0.60050 0.001
H 2.71990 4.75120 0.10370 0.000
H 5.13740 5.07830 0.50700 0.000
H 6.70530 3.21180 0.18030 0.000
H 5.88090 1.00650 -0.52520 0.000
H 5.06470 -0.39620 1.11190 0.000
H 5.92370 -2.50010 2.04970 0.000
H 5.09760 -4.66360 1.20330 0.000
H 3.47070 -4.73310 -0.64430 0.000
H 2.63130 -2.60950 -1.62980 0.000
```

HOMO energy (spin up / spin down) = -9.41 / -9.42 eV
E = -167495.2885 eV
molar mass = 911.881 g mol⁻¹
total charge = +1
lowest unoccupied orbital energy (spin up / spin down) = -2.35 / -1.97 eV
multiplicity = 2
gap between HOMO and LUMO (spin up / spin down) = 7.055 / 7.458 eV



Record 2
# C48H58Br2N3O2P2TeTi

A molecular structure, C48H58Br2N3O2P2TeTi in a non-equilibrium geometry (ωB97M-V/def2-TZVPD, the OMol25 dataset).

```
117
Properties=species:S:1:pos:R:3:mulliken_charge:R:1
Ti 0.16610 1.11311 -0.11054 -1.642
O -1.08943 -1.02680 -3.19628 -0.387
C -0.76245 -2.32500 -2.91065 0.351
C -0.97690 -3.27714 -3.89440 -0.677
C -0.63489 -4.60049 -3.66166 -0.584
C -0.06100 -4.97960 -2.45668 -0.853
C 0.14555 -4.02320 -1.47431 -1.000
C -0.21623 -2.69620 -1.67888 0.359
C -0.07627 -1.73351 -0.52768 1.152
O 0.40390 -0.45817 -0.87032 2.947
N -1.40398 -1.56240 0.06394 -0.040
N -1.50569 -0.54130 0.98926 0.751
C -2.25972 -0.78079 1.98886 -1.001
C -2.73911 0.14177 3.00362 0.001
Br -2.47667 2.00335 2.74858 0.046
C -3.46785 -0.23989 4.05847 -1.090
C -3.71177 -1.61215 4.53105 0.482
C -2.73496 -2.61219 4.49762 -0.500
C -3.00178 -3.87831 4.99770 -0.606
C -4.24137 -4.16249 5.55258 -0.489
C -5.21449 -3.17223 5.60609 -0.540
C -4.94811 -1.90790 5.10873 -0.609
H -0.66018 -0.46927 -2.53265 -0.815
H -1.40542 -2.96195 -4.83769 0.520
H -0.80532 -5.33996 -4.43414 0.404
H 0.22616 -6.00887 -2.28269 0.457
H 0.60040 -4.30345 -0.52877 0.497
H 0.62534 -2.15892 0.19186 -1.247
H -1.79648 -2.44822 0.36123 0.416
H -2.66411 -1.78769 2.08958 0.639
H -3.93377 0.54737 4.64135 0.426
H -1.73890 -2.38213 4.13775 0.831
H -2.23185 -4.63983 4.96607 0.426
H -4.44048 -5.14397 5.96339 0.398
H -6.18131 -3.38441 6.04444 0.389
H -5.71308 -1.14065 5.15241 0.419
C 5.50785 2.31235 -0.78824 -1.778
C 4.25735 1.63311 -0.21587 0.720
C 3.97582 2.27146 1.14960 -0.978
P 2.66042 1.62466 -1.19562 0.480
C 2.93756 0.89488 -2.90522 0.958
C 4.29229 1.10843 -3.57858 -1.910
C 2.63796 -0.61038 -2.91183 -1.477
C 2.31929 3.37848 -1.52664 1.177
C 3.19824 4.21584 -2.21227 -0.814
C 2.87721 5.53419 -2.48613 -1.150
C 1.64062 6.01476 -2.08312 -1.014
C 0.74965 5.19510 -1.41266 -0.398
C 1.07921 3.87018 -1.10706 -0.979
N 0.17867 2.99129 -0.45308 1.437
C -1.06389 3.55515 -0.00522 -0.062
C -1.08822 4.57259 0.94464 -0.482
C -2.28492 5.18760 1.26659 -0.937
C -3.46334 4.80270 0.63364 -0.916
C -3.45028 3.75240 -0.26830 -0.801
C -2.26092 3.09274 -0.56762 0.331
P -2.06058 1.54974 -1.51530 2.079
C -1.90651 2.06701 -3.29651 0.520
C -2.78384 3.26139 -3.66085 -1.536
C -0.44779 2.34775 -3.66186 -1.530
C -3.60974 0.51568 -1.41176 1.550
C -4.40467 0.68773 -0.11335 -2.037
C -4.55671 0.57774 -2.61022 -1.750
H 6.33128 2.06902 -0.11212 0.509
H 5.40511 3.39790 -0.78264 0.334
H 5.80113 1.98526 -1.77818 0.339
H 4.48053 0.57444 -0.06811 0.390
H 3.52788 3.26156 1.02769 0.240
H 4.91732 2.39804 1.68882 0.551
H 3.32134 1.66807 1.76865 -0.108
H 2.19189 1.41266 -3.50781 0.165
H 5.07234 0.52149 -3.09294 0.387
H 4.59920 2.15016 -3.62802 0.382
H 4.20961 0.74731 -4.60626 0.498
H 3.28162 -1.14275 -2.20536 0.350
H 2.82946 -1.01631 -3.90801 0.506
H 1.61082 -0.83212 -2.65052 0.249
H 4.14752 3.83154 -2.55054 0.273
H 3.57256 6.17083 -3.01723 0.465
H 1.35676 7.03675 -2.30220 0.431
H -0.21881 5.59127 -1.14380 0.426
H -0.15900 4.88473 1.40577 0.580
H -2.29637 5.98217 2.00305 0.456
H -4.39272 5.31142 0.85804 0.440
H -4.37318 3.44818 -0.74431 0.478
H -2.21946 1.18730 -3.85862 0.630
H -2.51976 4.13509 -3.06434 0.258
H -3.84585 3.06198 -3.52850 0.288
H -2.61942 3.51183 -4.71096 0.489
H -0.12446 3.31911 -3.28919 0.365
H -0.33183 2.35272 -4.74768 0.667
H 0.22161 1.58579 -3.25789 -0.348
H -3.17024 -0.48410 -1.39503 -0.152
H -5.06500 1.55207 -0.16009 0.387
H -5.03241 -0.19389 0.03865 0.505
H -3.76923 0.80726 0.75857 0.411
H -5.11015 1.51704 -2.64467 0.305
H -5.28811 -0.22527 -2.49768 0.490
H -4.05371 0.42509 -3.56396 0.339
Br 0.94292 0.98098 2.17788 -0.632
C 4.25905 -3.63662 1.62089 -1.261
Te 3.22916 -1.75201 1.58575 0.135
C 1.86876 -2.68004 2.95905 -0.764
C 2.52580 -3.96008 3.41292 0.367
C 1.98461 -4.69433 4.46842 -0.573
C 2.57777 -5.87372 4.88317 -0.672
C 3.72473 -6.33250 4.24540 -0.582
C 4.26856 -5.60691 3.19953 -0.669
C 3.67549 -4.41816 2.77501 0.578
H 5.32697 -3.46995 1.75085 0.504
H 4.11150 -4.16298 0.67876 0.465
H 0.91770 -2.87929 2.46323 0.301
H 1.68048 -2.00103 3.78769 0.540
H 1.09720 -4.32571 4.97269 0.496
H 2.15334 -6.43427 5.70686 0.408
H 4.19616 -7.25097 4.57061 0.406
H 5.16699 -5.95715 2.70433 0.443
```

HOMO energy = -9.85 eV
E = -248351.2410 eV
molar mass = 1106.234 g mol⁻¹
total charge = +1
lowest unoccupied orbital energy = -3.19 eV
gap between HOMO and LUMO = 6.658 eV